No. 1
12 unconnected molecules or ions with the total composition C16H56N12O12 at a distorted geometry. Source: the Open Molecules 2025 dataset; level of theory: ωB97M-V/def2-TZVPD.

Max |F| = 3.92 eV/A
SMILES = NC(N)=O.NC(N)=O.NC(N)=O.NC(N)=O.NC(N)=O.NC(N)=O.CCO.CCO.CCO.CCO.CO.CO
Charge = 0
Molar mass = 608.696 g mol⁻¹
Highest occupied orbital energy = -9.13 eV
Orbital gap = 9.444 eV
E_LUMO = 0.31 eV
Total energy = -2203.32920 Ha
Relative energy (zero: lowest compared OMol25 entry of this formula, charge and spin) = 20.0 kcal/mol

Geometry (Å):
N 2.4046 -3.8904 -2.6186
C 2.5214 -2.9899 -3.6165
N 2.7783 -1.7409 -3.3574
O 2.2626 -3.3246 -4.7403
H 2.4610 -3.6578 -1.6603
H 1.9138 -4.7223 -2.8723
H 3.1445 -1.3707 -2.4864
H 3.0880 -1.2829 -4.1922
N 2.4130 -1.3450 4.7598
C 1.0570 -1.2214 4.5940
N 0.5925 -0.6820 3.4473
O 0.3072 -1.8534 5.3207
H 2.9897 -0.5588 4.6141
H 2.5176 -1.6638 5.7166
H 1.1325 -0.2872 2.7090
H -0.3850 -0.9073 3.3126
N 3.3126 1.1890 0.0866
C 3.7869 -0.0352 0.2233
N 4.4333 -0.3380 1.3598
O 3.7271 -0.8462 -0.6873
H 2.5992 1.2024 -0.6008
H 3.1474 1.7682 0.8988
H 5.0328 -1.1423 1.2942
H 4.7200 0.4714 1.9085
N 0.6517 3.1598 0.8828
C 0.8161 3.7170 2.0452
N 1.7547 4.6477 2.2998
O 0.2565 3.1873 3.0241
H -0.2107 2.5909 1.0011
H 0.7188 3.6232 0.0014
H 1.9180 5.3684 1.6032
H 1.4207 4.9815 3.1993
N -4.3894 -1.7259 3.7089
C -3.1669 -1.3645 4.0497
N -2.7049 -1.4386 5.2463
O -2.4263 -1.0334 3.1069
H -4.5350 -1.2505 2.8395
H -5.1001 -1.7260 4.4194
H -1.7171 -1.1512 5.3110
H -3.2815 -1.6692 6.0244
N 0.4054 -0.0324 -1.0337
C -0.7797 0.1742 -0.4667
N -1.3567 -0.9119 0.1380
O -1.2978 1.2806 -0.3944
H 0.8373 -0.9538 -1.0764
H 0.7369 0.7310 -1.6236
H -0.7565 -1.6865 0.3312
H -2.0603 -0.6875 0.8331
C 3.3049 1.9099 -3.7340
C 1.8448 2.1393 -4.0192
O 1.1536 2.3948 -2.7508
H 3.8607 1.8601 -4.6848
H 3.5656 0.9976 -3.1770
H 3.6814 2.7789 -3.1485
H 1.4028 1.1963 -4.3874
H 1.6611 2.8946 -4.7813
H 0.4712 3.0973 -2.9310
C 2.4841 -4.8385 1.2968
C 2.3107 -3.3079 1.3744
O 1.2019 -2.8125 0.5734
H 3.4649 -5.0870 1.7107
H 2.4959 -5.2514 0.2683
H 1.7174 -5.3543 1.8672
H 3.2752 -3.0418 0.9430
H 2.3038 -2.9394 2.3890
H 0.3745 -3.2871 0.7478
C -2.1123 0.4760 -3.8734
C -3.4154 0.7363 -3.1655
O -4.4316 0.6247 -4.1666
H -2.0493 1.0131 -4.8303
H -2.0640 -0.5793 -4.1952
H -1.2617 0.5590 -3.2097
H -3.5534 1.7198 -2.7304
H -3.6060 0.0055 -2.3533
H -5.2854 0.9186 -3.8203
C -1.9580 4.3354 -1.6227
C -2.1562 4.4107 -3.1263
O -0.8806 4.0305 -3.6912
H -0.9187 4.2121 -1.3134
H -2.4785 3.5759 -1.0799
H -2.3352 5.2717 -1.1980
H -2.4063 5.3731 -3.5523
H -2.9585 3.6810 -3.3219
H -1.0516 3.8253 -4.6171
C -1.3552 -4.2199 2.4100
O -1.2550 -4.6464 0.9941
H -1.4627 -3.1587 2.4867
H -2.1787 -4.8292 2.7641
H -0.4038 -4.4945 2.8700
H -1.9824 -4.3542 0.4400
C -4.3220 1.6501 1.5153
O -3.9856 1.4882 0.1414
H -3.5440 1.3843 2.2244
H -4.6348 2.6936 1.6521
H -5.1917 1.0406 1.8358
H -3.0271 1.3070 0.0938



No. 2
11 unconnected molecules or ions with the total composition C16H56N2O15 at a distorted geometry. Source: the Open Molecules 2025 dataset; level of theory: ωB97M-V/def2-TZVPD.

Max |F| = 3.39 eV/A
SMILES = COC[C@H](C)N.COC[C@H](C)N.OCCO.OCCO.OCCO.OCCO.O.O.O.O.O
Charge = 0
Molar mass = 516.623 g mol⁻¹
Highest occupied orbital energy = -9.40 eV
Orbital gap = 9.210 eV
E_LUMO = -0.19 eV
Total energy = -1881.10231 Ha
Relative energy (zero: lowest compared OMol25 entry of this formula, charge and spin) = 70.0 kcal/mol

Geometry (Å):
C 2.6577 -0.2414 -30.8437
O 1.8072 -0.2139 -29.6937
C 1.4906 1.1113 -29.1047
C -0.0748 1.3918 -29.0221
C -0.6910 1.5010 -30.4158
N -0.2650 2.7576 -28.5290
H 2.6789 -1.2645 -31.2190
H 3.6046 0.2323 -30.5844
H 2.1284 0.2732 -31.6456
H 1.7838 0.9577 -28.0662
H 2.0832 1.9793 -29.3936
H -0.5158 0.6163 -28.3957
H -0.7762 0.5159 -30.8746
H -0.0711 2.1238 -31.0608
H -1.7592 1.6829 -30.2982
H 0.1598 3.4543 -29.1241
H -1.2556 2.9549 -28.5286
C 2.2420 7.2085 -25.3866
O 1.4801 7.3572 -26.5418
C 0.0898 7.1529 -26.4428
C -0.3801 6.8822 -27.9372
C -0.1967 8.1643 -28.7720
N -1.7504 6.4733 -27.9737
H 2.0706 6.3233 -24.7742
H 1.9184 8.0004 -24.7112
H 3.3006 7.4422 -25.4996
H -0.1342 6.2634 -25.8542
H -0.2678 8.0761 -25.9868
H 0.2871 6.0841 -28.2626
H -0.3925 8.9738 -28.0688
H -0.7454 8.2355 -29.7111
H 0.8606 8.2124 -29.0326
H -1.7036 5.5378 -27.5958
H -1.8867 6.1260 -28.9122
O -5.2179 7.2526 -25.5385
C -4.2944 6.3900 -24.7773
C -4.9977 5.5112 -23.7551
O -5.2811 4.3499 -24.5065
H -6.0097 6.7145 -25.4676
H -3.5506 5.9225 -25.4225
H -3.6979 7.0917 -24.1942
H -5.9151 6.0329 -23.4824
H -4.4862 5.3821 -22.8013
H -6.0515 3.8744 -24.1873
O -5.9400 2.5890 -28.8699
C -5.5880 3.0335 -27.5654
C -4.1468 3.5823 -27.7639
O -3.3267 2.7769 -28.5877
H -6.8013 2.1681 -28.8189
H -6.1944 3.8256 -27.1262
H -5.5453 2.2967 -26.7633
H -3.4618 3.6431 -26.9181
H -4.1326 4.5289 -28.3042
H -3.8110 2.5742 -29.3915
O 0.3486 1.6411 -25.8607
C 0.3063 2.7597 -24.9228
C -1.0880 3.0823 -24.4277
O -1.7702 1.9566 -24.0000
H 0.1237 1.9260 -26.7495
H 0.9877 2.3405 -24.1824
H 0.7898 3.6350 -25.3564
H -1.8301 3.5778 -25.0536
H -1.1121 3.7279 -23.5498
H -2.0030 1.4168 -24.7591
O 3.1199 6.1478 -28.2863
C 4.1909 5.4572 -27.7193
C 4.0371 3.9526 -27.5592
O 5.1556 3.6412 -26.7516
H 2.6738 6.5654 -27.5459
H 5.0214 5.6071 -28.4092
H 4.4074 5.9675 -26.7808
H 4.0617 3.4624 -28.5324
H 3.0883 3.6137 -27.1432
H 5.0041 2.7022 -26.6211
O -0.1775 -1.4660 -24.9650
H -1.0893 -1.5792 -25.2333
H 0.0994 -0.6553 -25.3921
O -0.4229 0.2566 -22.2435
H 0.3376 -0.0329 -22.7474
H -0.8809 0.8619 -22.8267
O -3.8831 0.6299 -25.0172
H -4.0638 -0.2243 -24.6249
H -4.5470 1.2103 -24.6449
O -3.0661 3.2114 -21.7305
H -2.4630 2.9071 -22.4087
H -3.9359 3.0926 -22.1121
O 2.5875 1.1447 -22.3827
H 2.9558 0.3151 -22.0788
H 3.2437 1.7999 -22.1455



No. 3
12 unconnected molecules or ions with the total composition C16H56O12 at a distorted geometry. Source: the Open Molecules 2025 dataset; level of theory: ωB97M-V/def2-TZVPD.

Max |F| = 2.91 eV/A
Charge = -1
Molar mass = 440.612 g mol⁻¹
Highest occupied orbital energy (spin up / spin down) = -0.06 / -7.10 eV
Expectation value of S² = 0.750
Orbital gap (spin up / spin down) = 2.055 / 9.092 eV
E_LUMO (spin up / spin down) = 1.99 / 1.99 eV
Spin multiplicity = 2
Total energy = -1545.94325 Ha
Relative energy (zero: lowest compared OMol25 entry of this formula, charge and spin) = 0.0 kcal/mol

Geometry (Å):
C 2.0952 -2.6006 3.0690
C 1.3864 -3.7240 3.8067
O 1.3233 -3.6592 5.2269
H 3.0025 -2.3124 3.5999
H 1.4254 -1.7416 3.0286
H 2.3592 -2.8473 2.0406
H 1.8600 -4.6609 3.5134
H 0.3635 -3.9731 3.5242
H 0.8817 -4.4918 5.4093
C -0.4222 -1.2955 0.0704
C -0.1208 0.1184 -0.3920
O 0.8028 0.0876 -1.4612
H -1.1815 -1.8283 -0.5021
H -0.8071 -1.3677 1.0876
H 0.4515 -1.9412 -0.0189
H 0.2806 0.7171 0.4257
H -1.0945 0.5685 -0.5853
H 1.0169 1.0011 -1.6642
C 4.0432 0.7032 -2.3478
C 5.4473 0.1053 -2.5103
O 5.6615 -0.0501 -3.8887
H 4.0977 1.7915 -2.3754
H 3.6358 0.3444 -1.4026
H 3.3661 0.4376 -3.1596
H 5.5451 -0.8731 -2.0398
H 6.1552 0.8109 -2.0754
H 5.9824 0.7768 -4.2559
C -1.4441 3.4025 -3.3143
C -2.5122 4.5649 -3.0050
O -3.7732 4.0923 -3.3691
H -0.3973 3.6970 -3.2395
H -1.5564 2.9255 -4.2879
H -1.4982 2.6167 -2.5609
H -2.3053 5.4732 -3.5710
H -2.4214 4.8407 -1.9544
H -3.6198 3.8635 -4.2887
C 1.5925 4.6620 1.4209
C 0.2958 3.8938 1.2116
O -0.2838 4.3000 -0.0354
H 1.3404 5.6727 1.7422
H 2.1991 4.7017 0.5162
H 2.2258 4.1407 2.1388
H -0.4590 4.1150 1.9661
H 0.5240 2.8298 1.2741
H -0.5740 5.2035 0.1096
C -2.1051 -0.3075 -3.8435
C -0.8456 -1.0433 -4.2246
O -0.3516 -1.7784 -3.1553
H -2.9601 -0.9193 -3.5558
H -2.3909 0.2974 -4.7040
H -1.9858 0.3418 -2.9762
H -0.1929 -0.2141 -4.4975
H -1.0049 -1.7062 -5.0750
H 0.0290 -1.1577 -2.5297
C 1.7616 -5.4625 0.5146
C 1.2867 -6.7731 1.0363
O 0.0862 -7.1398 0.3870
H 2.7762 -5.1915 0.8066
H 1.0792 -4.6134 0.5532
H 1.7740 -5.5359 -0.5729
H 1.2351 -6.7396 2.1245
H 2.0600 -7.4991 0.7852
H -0.6803 -6.8266 0.8727
C -1.5395 -1.7370 4.5173
C -2.4061 -0.7247 5.1711
O -2.7060 0.3486 4.3410
H -1.6117 -2.6498 5.1087
H -0.4920 -1.4506 4.4229
H -1.8887 -1.9993 3.5187
H -1.9815 -0.3010 6.0812
H -3.3435 -1.2236 5.4172
H -3.4476 0.8147 4.7339
O -4.1413 1.5127 -1.5242
H -3.5156 1.6321 -0.8097
H -4.0644 2.3111 -2.0465
O -2.6014 2.7398 0.4863
H -1.7190 3.0912 0.3672
H -3.1689 3.5107 0.4849
O 1.3874 2.8324 -1.6107
H 1.9821 3.5234 -1.9021
H 0.7480 3.2829 -1.0589
O -3.4949 0.2706 1.6260
H -3.2125 0.2531 2.5404
H -3.2442 1.1401 1.3140



No. 4
13 unconnected molecules or ions with the total composition C16H58N12O13 at a distorted geometry. Source: the Open Molecules 2025 dataset; level of theory: ωB97M-V/def2-TZVPD.

Max |F| = 11.42 eV/A
Charge = 0
Molar mass = 626.711 g mol⁻¹
Highest occupied orbital energy = -8.83 eV
Orbital gap = 8.529 eV
E_LUMO = -0.30 eV
Total energy = -2279.50703 Ha
Relative energy (zero: lowest compared OMol25 entry of this formula, charge and spin) = 180.7 kcal/mol

Geometry (Å):
C -1.5381 0.7076 4.8774
C -0.9741 -0.2634 3.7794
O -1.3011 0.1736 2.5384
H -1.2581 0.3886 5.8884
H -2.6271 0.8366 4.7494
H -1.1601 1.7406 4.7854
H -1.5161 -1.1884 3.9874
H 0.1009 -0.5124 3.9534
H -2.2721 0.0396 2.4474
C 0.2109 -2.6314 1.9154
C 0.4749 -3.6254 3.1084
O -0.2981 -4.8204 2.9484
H -0.8481 -2.2984 1.7274
H 0.6269 -3.0124 1.0314
H 0.8299 -1.7584 2.0754
H 0.1879 -3.2024 4.0654
H 1.5269 -3.9514 3.1364
H -1.1951 -4.5664 3.1024
C 0.7579 -4.2154 -3.0206
C 0.6319 -2.6694 -2.9166
O 0.7949 -2.1784 -1.5786
H 1.6329 -4.5494 -2.6366
H 0.6389 -4.5284 -4.0726
H -0.0371 -4.5644 -2.4236
H -0.2141 -2.3064 -3.3366
H 1.4239 -2.2704 -3.5066
H 0.6839 -1.1644 -1.6016
C -4.0881 -0.8724 1.5914
O -3.9941 -2.2284 1.4564
N -4.0421 -0.2124 2.6974
N -3.9041 -0.0424 0.5824
H -4.0601 -0.7444 3.6214
H -3.9361 0.7276 2.7044
H -3.7431 -0.5034 -0.3966
H -3.7621 0.9736 0.7084
C 4.1629 1.8266 -2.0806
O 4.9259 0.8266 -2.6606
N 3.9539 2.9776 -2.6996
N 3.6699 1.6026 -0.8966
H 4.2699 3.0606 -3.6316
H 3.3989 3.7796 -2.3506
H 3.9929 0.7006 -0.4376
H 3.1389 2.2296 -0.1836
C 2.7969 -0.4974 4.2014
O 3.0419 -0.3584 5.5174
N 2.3499 0.4466 3.4264
N 3.0379 -1.6694 3.6484
H 2.1649 1.3496 3.8704
H 1.8529 0.2386 2.5434
H 3.3489 -2.4634 4.2424
H 2.9769 -1.8444 2.6184
C -0.4361 3.4536 1.5824
O -0.4331 4.8416 1.8194
N -0.9901 3.0146 0.5314
N 0.1939 2.6976 2.3754
H -1.3321 3.7086 -0.0586
H -0.8461 2.0866 0.1304
H 0.6489 3.0766 3.2594
H 0.0689 1.6806 2.3724
C 0.5409 0.5486 -0.2356
O 1.3269 0.6076 0.8764
N -0.7561 0.3236 -0.2496
N 1.0519 0.7516 -1.4116
H -1.1561 0.0416 0.6724
H -1.2581 0.1616 -1.0736
H 2.0309 1.1356 -1.4146
H 0.7029 0.5646 -2.3296
C -3.3801 -0.5314 -2.5696
O -2.0191 -0.3104 -2.6726
N -3.7721 -1.4204 -1.6796
N -4.2501 0.0336 -3.4026
H -3.0231 -1.9444 -1.1346
H -4.7251 -1.7784 -1.7366
H -3.9041 0.7386 -4.1656
H -5.3201 -0.1664 -3.4376
C 2.0309 0.2926 -4.7146
O 0.7399 0.2256 -4.1026
H 2.2559 1.3646 -4.8916
H 1.9769 -0.2654 -5.6596
H 2.7859 -0.1844 -4.0666
H 0.0949 0.3446 -4.7866
C 0.4119 3.1616 -3.1886
O -0.0371 3.8916 -4.3416
H 1.4089 2.8246 -3.0976
H -0.2481 2.3246 -3.0336
H 0.2149 3.8436 -2.3616
H 0.7029 4.0146 -4.9326
C -2.2101 -3.7354 -0.2716
O -1.7121 -2.4684 -0.5376
H -3.2461 -3.7874 -0.2426
H -1.7851 -3.9804 0.7104
H -1.8351 -4.4474 -1.0186
H -0.7801 -2.6054 -0.8526
C 2.3429 4.0956 0.1404
O 2.5589 3.1196 1.0674
H 3.2629 4.2786 -0.4266
H 2.0639 5.0016 0.5104
H 1.5109 3.7046 -0.4726
H 1.6879 2.7586 1.4034



No. 5
13 unconnected molecules or ions with the total composition C16H58N2O14 at a distorted geometry. Source: the Open Molecules 2025 dataset; level of theory: ωB97M-V/def2-TZVPD.

Max |F| = 9.03 eV/A
Charge = 0
Molar mass = 502.640 g mol⁻¹
Highest occupied orbital energy = -9.36 eV
Orbital gap = 9.627 eV
E_LUMO = 0.27 eV
Total energy = -1806.93890 Ha

Geometry (Å):
C 5.5913 -1.0729 1.3708
C 5.7744 0.5744 1.3871
C 4.9925 1.3417 0.1674
C 5.1751 0.6589 -1.3119
C 3.7260 0.3694 -2.0929
C 2.6317 -0.4076 -1.1316
C 1.3055 -0.9139 -1.9920
C 0.8764 -2.4604 -1.5352
C 0.2713 -2.3395 0.0150
C -1.1695 -3.1026 0.2137
C -2.3822 -2.4636 -0.7440
C -3.3927 -1.4635 0.1316
C -4.6346 -2.3729 0.6957
N -5.8313 -1.5920 1.1909
C -5.4899 -0.1717 1.5838
O -4.6664 0.1182 2.6291
O -6.1295 0.9164 0.8275
C -5.1505 1.8363 0.2286
N -5.0423 1.7013 -1.3046
C -6.1749 0.8655 -1.8626
H 4.5320 -1.4260 1.0093
H 5.8718 -1.5399 2.4066
H 6.3609 -1.4655 0.5536
H 6.9307 0.7807 1.4025
H 5.2746 0.9507 2.4026
H 3.8732 1.4818 0.5045
H 5.4528 2.4342 0.1024
H 5.7459 1.4301 -2.0195
H 5.7731 -0.3498 -1.3181
H 3.2994 1.4387 -2.3498
H 3.9729 -0.2263 -3.0975
H 2.2099 0.3053 -0.2876
H 3.1566 -1.3724 -0.6930
H 1.4920 -0.8475 -3.1464
H 0.4199 -0.1619 -1.7201
H 1.7967 -3.1916 -1.6031
H 0.0229 -2.9103 -2.2018
H 1.0521 -2.9161 0.6944
H 0.1252 -1.2322 0.3659
H -1.5362 -3.1155 1.3282
H -1.0001 -4.2323 -0.1240
H -3.0405 -3.3930 -1.0760
H -1.8916 -1.9095 -1.6679
H -2.7447 -1.1342 1.0777
H -3.7127 -0.5552 -0.5393
H -5.0221 -3.0154 -0.2332
H -4.2922 -3.1839 1.4998
H -6.4665 -1.5148 0.3492
H -4.0929 1.8353 0.7387
H -5.5843 2.9356 0.3968
H -4.1002 1.3484 -1.5821
H -6.1265 0.9049 -3.0530
H -7.2459 1.2889 -1.5739
H -6.1660 -0.2587 -1.5338
O -7.2993 3.1379 2.7872
H -6.9609 2.4634 2.1793
H -8.0774 3.4936 2.3325
O 6.9970 2.6780 -3.3676
H 7.7496 2.1051 -3.5781
H 7.2211 3.5224 -3.7867
O 6.0305 3.9838 1.4681
H 6.9015 3.9074 1.8859
H 5.4357 4.1942 2.2035
O -6.9076 5.2034 -0.4738
H -6.7426 4.6839 0.3273
H -6.6820 4.5981 -1.1960
O -9.5250 4.1840 0.7346
H -10.1597 4.8563 0.4447
H -8.7475 4.3406 0.1781
O -1.0853 -1.3255 -3.9895
H -0.3327 -1.8985 -4.2000
H -0.8612 -0.4812 -4.4086
O -4.4518 5.5577 -2.6463
H -3.5808 5.4814 -2.2285
H -5.0466 5.7681 -1.9109
O 7.2684 -2.5418 4.0714
H 6.8174 -2.4454 4.9236
H 7.9351 -3.2255 4.2354
O 9.0482 -3.8207 5.9988
H 9.9192 -3.8971 6.4166
H 8.4534 -3.6103 6.7341
O 7.4701 -2.1573 -1.3849
H 7.6521 -2.9860 -0.9168
H 7.7986 -2.3181 -2.2821
O -0.3809 1.3801 -0.6526
H 0.0715 2.2136 -0.4536
H -1.0698 1.3199 0.0260
O -3.0231 -5.1494 1.9789
H -3.6592 -5.7993 2.3134
H -2.7969 -4.6205 2.7585



Question: Among the records above, which one has the highest molar mass?
Answer: C16H58N12O13



Question: Which value of max |F| does entry 3 give?
Answer: 2.91 eV/A